--- w ---
Density functional theory data (the ωB97M-V functional and the def2-TZVPD basis) for a single C4H8OS2 molecule.

Geometry as ORCA input:
```
! wB97M-V def2-TZVPD RIJCOSX def2/J DEFGRID3
* xyz 0 1
C 0.391 -1.041 0.050
C -1.732 -0.515 -0.777
C -0.558 0.148 -0.244
C -0.852 1.235 0.911
O 4.345 0.732 -0.265
S 2.008 -0.480 0.676
S 3.400 -0.247 -0.785
H 0.073 -1.753 0.849
H 0.400 -1.492 -0.894
H -1.858 -0.841 -1.768
H -2.514 -0.910 -0.207
H -0.073 0.809 -0.973
H -1.622 1.990 0.393
H -0.003 1.743 1.380
H -1.407 0.622 1.654
*
```

Output
- E_HOMO (alpha / beta) (eV) = -8.53 / -8.11

Mulliken atomic charge list, values in e, 4 entries: number 1, C, carries -0.717; number 2, C, carries -1.182; number 3, C, carries 0.552; number 4, C, carries -1.177

---

--- x ---
Density functional theory data (the ωB97M-V functional and the def2-TZVPD basis) for a single C4H8OS2 molecule.

Geometry as ORCA input:
```
! wB97M-V def2-TZVPD RIJCOSX def2/J DEFGRID3
* xyz 0 1
C 0.670 -2.613 1.028
C -0.146 -0.220 0.091
C 0.725 -0.064 -1.095
C -0.594 1.711 -1.464
H 1.445 -2.926 0.359
H 0.645 -3.132 1.964
H -0.296 -2.875 0.505
H -1.035 -0.935 -0.046
H 1.627 0.496 -0.966
H 1.078 -0.984 -1.447
H 0.202 2.468 -1.538
H -1.526 1.970 -2.025
O -0.142 0.544 -2.080
S 0.710 -0.852 1.446
S -1.018 1.395 0.334
*
```

Output
- SMILES = CS[C@@H]1COCS1
- E_HOMO (eV) = -8.65

Mulliken atomic charge list, values in e, 4 entries: number 1, C, carries -0.836; number 2, C, carries -0.011; number 3, C, carries -0.670; number 4, C, carries -0.328

---

The data favor x; the next most stable structure lies 57.6 kcal/mol above it.

---

--- w ---
Density functional theory data (the ωB97M-V functional and the def2-TZVPD basis) for a single C3H4N2O3 molecule.

Geometry as ORCA input:
```
! wB97M-V def2-TZVPD RIJCOSX def2/J DEFGRID3
* xyz 0 1
C -1.663 -0.750 1.699
C -0.553 0.060 1.018
C -0.480 -0.085 -0.372
H -1.305 -1.145 2.787
H -2.541 0.003 2.157
H -1.882 -1.510 0.717
H 1.234 -0.810 -1.638
N 0.718 0.210 1.450
N 0.638 0.749 -0.782
O 1.473 0.469 0.366
O 1.246 0.153 -2.019
O -1.322 -0.448 -1.193
*
```

Output
- SMILES = Cc1non(O)c1=O
- E_HOMO (eV) = -10.23

Mulliken atomic charge list, values in e, 4 entries: number 1, C, carries -0.872; number 2, C, carries 0.464; number 3, C, carries 0.421; number 4, H, carries 0.283

---

--- x ---
Density functional theory data (the ωB97M-V functional and the def2-TZVPD basis) for 2 unconnected molecules or ions with the total composition C3H4N2O3.

Geometry as ORCA input:
```
! wB97M-V def2-TZVPD RIJCOSX def2/J DEFGRID3
* xyz 0 1
C -1.245 -0.188 0.010
C -0.481 -1.255 -0.206
C 0.778 0.696 -0.086
H -2.847 1.208 0.039
H -3.084 -0.696 0.818
H -0.888 -2.249 -0.350
H 2.947 -0.391 -0.103
N -2.620 0.018 0.022
N 0.809 -0.639 -0.199
O 1.872 -1.241 0.275
O 1.511 1.616 0.006
O -0.604 0.994 0.034
*
```

Output
- E_HOMO (eV) = -7.96

Mulliken atomic charge list, values in e, 4 entries: number 1, C, carries 0.610; number 2, C, carries -0.678; number 3, C, carries 0.463; number 4, H, carries 0.332

---

The data favor x; the next most stable structure lies 31.3 kcal/mol above it.

---

--- w ---
Density functional theory data (the ωB97M-V functional and the def2-TZVPD basis) for 2 unconnected molecules or ions with the total composition CH4N2O.

Geometry as ORCA input:
```
! wB97M-V def2-TZVPD RIJCOSX def2/J DEFGRID3
* xyz 0 1
C -2.287 0.503 1.028
N -2.326 1.619 0.733
N 0.216 -0.379 -0.595
O -2.312 2.638 0.187
H -0.187 0.552 -0.786
H -2.549 -0.429 1.487
H -0.013 -1.075 -1.313
H 1.260 -0.278 -0.570
*
```

Output
- SMILES = C#[N+][O-].N
- E_HOMO (eV) = -9.69

Mulliken atomic charge list, values in e, 4 entries: number 1, C, carries -0.212; number 2, N, carries 0.503; number 3, N, carries -0.659; number 4, O, carries -0.620

---

--- x ---
Density functional theory data (the ωB97M-V functional and the def2-TZVPD basis) for a single CH4N2O molecule.

Geometry as ORCA input:
```
! wB97M-V def2-TZVPD RIJCOSX def2/J DEFGRID3
* xyz 0 1
C 0.095 0.441 -0.134
H 0.908 -1.448 0.088
H 1.996 0.142 0.009
H -1.876 0.683 0.185
H -1.445 -0.945 0.057
N 1.102 -0.433 -0.065
N -1.157 -0.022 -0.105
O 0.377 1.583 -0.035
*
```

Output
- SMILES = NC(N)=O
- E_HOMO (eV) = -9.84

Mulliken atomic charge list, values in e, 4 entries: number 1, C, carries 0.618; number 2, H, carries 0.201; number 3, H, carries 0.256; number 4, H, carries 0.240

---

--- y ---
Density functional theory data (the ωB97M-V functional and the def2-TZVPD basis) for a single CH4N2O molecule.

Geometry as ORCA input:
```
! wB97M-V def2-TZVPD RIJCOSX def2/J DEFGRID3
* xyz 0 1
C -1.754 -0.054 0.031
N 0.719 -0.627 0.096
N 1.769 0.207 0.209
O -0.445 0.206 0.124
H -2.295 -1.048 -0.037
H -2.477 0.704 -0.266
H 1.910 0.957 -0.459
H 2.574 -0.346 0.301
*
```

Output
- E_HOMO (alpha / beta) (eV) = -7.43 / -8.20

Mulliken atomic charge list, values in e, 4 entries: number 1, C, carries -0.365; number 2, N, carries -0.307; number 3, N, carries -0.246; number 4, O, carries -0.119

---

--- z ---
Density functional theory data (the ωB97M-V functional and the def2-TZVPD basis) for a single CH4N2O molecule.

Geometry as ORCA input:
```
! wB97M-V def2-TZVPD RIJCOSX def2/J DEFGRID3
* xyz 0 1
C 0.533 0.025 -0.734
N -0.457 -0.830 1.165
N -0.270 0.295 0.409
O -1.354 -0.781 1.978
H 0.803 -1.028 -0.682
H 0.005 0.439 -1.696
H 1.423 0.718 -0.805
H -0.683 1.163 0.366
*
```

Output
- SMILES = CNN=O
- E_HOMO (eV) = -9.64

Mulliken atomic charge list, values in e, 4 entries: number 1, C, carries -0.676; number 2, N, carries -0.021; number 3, N, carries 0.133; number 4, O, carries -0.441

---

The data favor x; the next most stable structure lies 76.7 kcal/mol above it.

---

--- w ---
Density functional theory data (the ωB97M-V functional and the def2-TZVPD basis) for a single CH4N2O molecule.

Geometry as ORCA input:
```
! wB97M-V def2-TZVPD RIJCOSX def2/J DEFGRID3
* xyz 0 1
C 0.996 -0.003 -0.145
N -1.295 0.280 -0.510
N -0.382 -0.267 0.143
O -2.444 0.331 -0.058
H 1.588 -0.886 -0.073
H 1.122 0.446 -1.194
H 1.098 0.630 0.741
H -0.684 -0.533 1.096
*
```

Output
- SMILES = CNN=O
- E_HOMO (eV) = -9.04

Mulliken atomic charge list, values in e, 4 entries: number 1, C, carries -0.579; number 2, N, carries -0.127; number 3, N, carries 0.147; number 4, O, carries -0.513

---

--- x ---
Density functional theory data (the ωB97M-V functional and the def2-TZVPD basis) for a single CH4N2O molecule.

Geometry as ORCA input:
```
! wB97M-V def2-TZVPD RIJCOSX def2/J DEFGRID3
* xyz 0 1
C -0.320 0.478 0.147
H 0.293 -1.939 -0.389
H 1.368 -0.195 -0.427
H -1.402 0.151 0.020
H -0.503 1.570 1.581
N 0.425 -0.050 -0.863
N 0.216 1.342 0.984
O -0.077 -1.357 -1.053
*
```

Output
- SMILES = [H]/N=C/NO
- E_HOMO (eV) = -10.02

Mulliken atomic charge list, values in e, 4 entries: number 1, C, carries 0.149; number 2, H, carries 0.319; number 3, H, carries 0.300; number 4, H, carries 0.308

---

--- y ---
Density functional theory data (the ωB97M-V functional and the def2-TZVPD basis) for a single CH4N2O molecule.

Geometry as ORCA input:
```
! wB97M-V def2-TZVPD RIJCOSX def2/J DEFGRID3
* xyz 0 1
C -0.792 -0.103 -0.333
N -2.443 -0.465 0.027
N 1.357 -0.588 -0.095
O 0.045 -0.964 0.218
H -0.308 0.906 -0.675
H -2.879 0.320 -0.332
H 1.623 -0.883 -1.035
H 2.148 -1.011 0.571
*
```

Output
- SMILES = [H]/N=C/ON
- E_HOMO (alpha / beta) (eV) = -8.96 / -8.44

Mulliken atomic charge list, values in e, 4 entries: number 1, C, carries 0.081; number 2, N, carries -0.460; number 3, N, carries -0.537; number 4, O, carries -0.110

---

The data favor x; the next most stable structure lies 7.5 kcal/mol above it.

---

--- w ---
Density functional theory data (the ωB97M-V functional and the def2-TZVPD basis) for a single C5H10O4 molecule.

Geometry as ORCA input:
```
! wB97M-V def2-TZVPD RIJCOSX def2/J DEFGRID3
* xyz 0 1
C 0.612 1.414 -0.949
C 0.084 0.236 -0.166
C -0.071 0.666 1.254
C -1.404 -0.038 -0.655
C 0.954 -1.041 -0.141
H 0.759 1.056 -1.974
H 1.763 1.508 -0.313
H -0.101 2.223 -0.891
H 0.982 0.722 1.598
H -0.594 1.357 1.316
H -1.188 -0.836 1.503
H -2.168 0.721 -0.374
H -1.417 0.085 -1.622
H -1.205 -2.019 -0.346
H 2.536 -1.452 0.202
O -0.523 -0.432 2.043
O -1.861 -1.329 -0.305
O 2.215 -0.740 0.287
O 0.626 -2.102 -0.468
*
```

Output
- SMILES = CC(CO)(CO)C(=O)O
- E_HOMO (eV) = -10.15

Mulliken atomic charge list, values in e, 4 entries: number 1, C, carries -1.532; number 2, C, carries 1.279; number 3, C, carries -1.646; number 4, C, carries -0.981

---

--- x ---
Density functional theory data (the ωB97M-V functional and the def2-TZVPD basis) for 2 unconnected molecules or ions with the total composition C5H10O4.

Geometry as ORCA input:
```
! wB97M-V def2-TZVPD RIJCOSX def2/J DEFGRID3
* xyz 0 1
C 0.212 0.482 -1.575
C 0.336 2.145 0.513
C 0.802 0.834 -0.037
O 0.657 -0.787 -1.909
O -1.118 0.644 -1.683
O 1.791 0.232 0.305
H 1.428 -0.978 -1.352
H -1.593 0.187 -0.876
H 0.722 1.258 -2.170
H 0.833 2.364 1.458
H 0.545 2.944 -0.203
H -0.742 2.104 0.649
C -0.259 -2.175 0.783
C -0.902 -0.900 1.203
O -1.809 -0.333 0.595
H -0.633 -0.548 2.210
H 0.815 -2.108 0.963
H -0.437 -2.378 -0.271
H -0.648 -2.988 1.398
*
```

Output
- SMILES = CC(=O)C(O)O.CC=O
- E_HOMO (eV) = -9.24

Mulliken atomic charge list, values in e, 4 entries: number 1, C, carries 0.019; number 2, C, carries -1.305; number 3, C, carries 0.607; number 4, O, carries -0.534

---

The data favor x; the next most stable structure lies 73.3 kcal/mol above it.

---

--- w ---
Density functional theory data (the ωB97M-V functional and the def2-TZVPD basis) for a single C5H10O4 molecule.

Geometry as ORCA input:
```
! wB97M-V def2-TZVPD RIJCOSX def2/J DEFGRID3
* xyz 0 1
C 2.018 -0.132 -0.165
C 0.391 -0.808 -0.130
C -0.457 0.318 0.239
C -3.200 0.614 -0.003
C -2.082 -0.350 0.332
O 2.394 0.305 1.106
O 2.055 0.856 -1.129
O 2.909 -1.129 -0.567
O -2.293 -1.456 0.748
H 2.868 1.144 1.069
H 2.938 0.860 -1.529
H 2.937 -1.822 0.103
H 0.410 -1.603 0.611
H 0.229 -1.174 -1.140
H -0.445 1.126 -0.489
H -0.270 0.698 1.243
H -4.161 0.221 0.327
H -3.013 1.582 0.458
H -3.227 0.750 -1.084
*
```

Output
- SMILES = CC(=O)CCC(O)(O)O
- E_HOMO (eV) = -9.01

Mulliken atomic charge list, values in e, 4 entries: number 1, C, carries 0.524; number 2, C, carries -0.527; number 3, C, carries -0.615; number 4, C, carries -1.187

---

--- x ---
Density functional theory data (the ωB97M-V functional and the def2-TZVPD basis) for a single C5H10O4 molecule.

Geometry as ORCA input:
```
! wB97M-V def2-TZVPD RIJCOSX def2/J DEFGRID3
* xyz 0 1
C -1.038 0.051 -2.254
C 0.180 0.195 -1.380
O -0.326 1.188 0.552
O 0.704 2.221 0.573
O 1.141 0.894 -1.702
H 0.970 2.177 -0.375
H -0.815 -0.622 -3.084
H -1.299 1.038 -2.643
H -1.884 -0.339 -1.683
C -0.500 -0.761 2.084
C 0.391 -0.218 0.992
C 0.373 -0.972 -0.299
O 1.678 0.002 1.445
H 1.772 0.964 1.563
H -1.528 -0.882 1.733
H -0.513 -0.078 2.939
H -0.131 -1.734 2.428
H 1.311 -1.483 -0.522
H -0.487 -1.641 -0.369
*
```

Output
- SMILES = CC(=O)C[C@@](C)(O)OO
- E_HOMO (eV) = -9.67

Mulliken atomic charge list, values in e, 4 entries: number 1, C, carries -1.409; number 2, C, carries 1.096; number 3, O, carries -0.350; number 4, O, carries -0.423

---

The data favor w; the next most stable structure lies 58.5 kcal/mol above it.